The following is a quantum chemistry calculation of a structure of composition C31H42N3PTl in a non-equilibrium geometry, from the OMol25 dataset.

```
78
C31H42N3PTl (ωB97M-V with the def2-TZVPD basis set)
Tl -0.3137 -0.2572 0.7914
N 1.0911 -3.0927 2.6902
N 0.7804 -2.4265 -0.9528
C 1.5059 2.4208 0.2915
C 2.5429 1.4868 0.5830
C 2.4417 1.1334 1.9582
C 3.2386 0.1064 2.6689
H 4.1976 -0.0602 2.1621
H 2.7138 -0.8649 2.7317
H 3.4502 0.4358 3.6963
C 1.3789 1.8852 2.5290
C 0.9620 1.8690 3.9500
H 1.2614 2.7997 4.4602
H 1.4347 1.0373 4.4870
H -0.1292 1.7774 4.0565
C 0.7931 2.6722 1.5002
C -0.3689 3.5749 1.6743
H -1.1907 3.0785 2.2148
H -0.7533 3.9206 0.7076
H -0.0928 4.4686 2.2556
C 3.5816 0.9981 -0.3517
H 4.5139 1.5809 -0.2463
H 3.2605 1.0825 -1.3985
H 3.8300 -0.0546 -0.1547
C 1.2184 3.0339 -1.0276
H 0.1408 3.2091 -1.1635
H 1.5512 2.3891 -1.8525
H 1.7280 4.0068 -1.1372
C 0.4620 -3.6489 3.7194
H 0.9959 -3.6668 4.6764
C -0.8303 -4.1905 3.6466
H -1.2867 -4.6036 4.5457
C -1.4924 -4.1758 2.4147
H -2.5101 -4.5664 2.3259
C -0.8388 -3.6446 1.3040
H -1.3166 -3.5650 0.3286
C 0.5012 -3.1580 1.4526
C 1.2709 -2.6418 0.3885
H 2.3468 -2.4837 0.5017
C 0.0269 -1.3362 -1.3335
C 1.1718 -3.1447 -2.1088
H 1.6852 -4.0816 -2.0373
C 0.7900 -2.4300 -3.1662
H 0.9225 -2.6131 -4.2187
N 0.2371 -1.2278 -2.6867
C 0.0953 -0.0402 -3.4531
C 1.1510 0.3734 -4.2927
C 0.9781 1.5221 -5.0703
H 1.7775 1.8229 -5.7521
C -0.1826 2.2893 -4.9965
C -0.3700 3.4572 -5.9152
H -0.8936 4.2788 -5.4178
H -0.9622 3.1764 -6.7956
H 0.5961 3.8205 -6.2773
C -1.1637 1.9297 -4.0702
H -2.0554 2.5539 -3.9620
C -1.0506 0.7623 -3.3048
C -2.1501 0.4031 -2.3591
H -2.2988 -0.6773 -2.2552
H -3.0900 0.8419 -2.7278
H -1.9938 0.8280 -1.3526
C 2.4731 -0.3193 -4.3203
H 2.4197 -1.3231 -4.7570
H 2.9381 -0.3946 -3.3262
H 3.1547 0.2720 -4.9448
C -2.2373 -0.7620 3.9336
P -3.2134 -1.7209 2.6965
C -4.8540 -1.7817 3.5074
C -3.5322 -0.4586 1.3959
H -2.6479 0.2480 4.0835
H -2.2644 -1.3121 4.8851
H -1.1786 -0.7084 3.6299
H -5.1085 -2.8439 3.6317
H -4.8250 -1.3024 4.4930
H -5.6051 -1.3001 2.8690
H -4.6136 -0.3567 1.2419
H -3.1029 0.5215 1.6515
H -3.0935 -0.8319 0.4547
```

Computed properties:
Kohn-Sham gap in eV: 5.19
HOMO level in eV: -2.732
Max |F| in hartree/bohr: 0.05259
Net charge: -1

Results of the Mulliken charge analysis, in e, for atoms 1 through 8: 0.366 -0.386 0.706 0.495 0.566 0.273 -1.535 0.439